No. 1
ORCA calculation (ωB97M-V/def2-TZVPD) on C12H17BBaN6O as an isolated structure in a non-equilibrium geometry.

```
38
C12H17BBaN6O | the Open Molecules 2025 dataset | ωB97M-V/def2-TZVPD
C 2.990 -0.024 0.238
N 1.696 -0.084 -0.151
N 1.713 -0.222 -1.535
C 2.981 -0.331 -1.976
C 3.836 -0.208 -0.876
B 0.411 -0.074 -2.375
N -0.566 -1.254 -2.102
N -1.194 -1.374 -0.867
C -2.125 -2.349 -1.007
C -2.041 -2.902 -2.295
C -1.043 -2.183 -2.951
Ba -0.547 -0.301 1.452
N -0.300 1.241 -1.912
N -0.719 1.448 -0.613
C -1.281 2.670 -0.559
C -1.230 3.255 -1.836
C -0.603 2.318 -2.656
H -1.693 3.081 0.359
H -0.345 2.322 -3.704
H -1.594 4.221 -2.132
H 0.668 -0.006 -3.539
H -0.641 -2.254 -3.954
H 3.178 -0.475 -3.027
H -2.621 -3.710 -2.702
H 4.904 -0.243 -0.894
H -2.821 -2.590 -0.207
H 3.277 0.173 1.265
H -2.905 -0.967 2.617
C -2.558 -1.818 3.215
H -3.247 -2.663 3.024
H -1.536 -2.152 2.981
H -2.628 -1.563 4.287
C 1.768 1.800 3.907
C 0.703 0.838 4.147
O 0.028 0.280 4.927
H 1.892 1.896 2.801
H 2.718 1.414 4.332
H 1.479 2.789 4.317
```

Summary:
- strongest force on any atom (hartree/bohr) = 0.1219
- 2S+1 = 1
- E_HOMO (alpha / beta) (eV) = -14.30 / -13.87
- frontier orbital gap (alpha / beta) (eV) = 3.9 / 2.4
- total charge = +2

=====

No. 2
ORCA calculation (ωB97M-V/def2-TZVPD) on C28H38N4OsP2 as an isolated structure in a non-equilibrium geometry.

```
73
C28H38N4OsP2 | the Open Molecules 2025 dataset | ωB97M-V/def2-TZVPD
Os -0.965 -1.354 -2.277
C -0.110 -3.122 -2.319
C 0.740 -2.121 -1.656
C 1.957 -1.582 -2.389
C 1.570 -0.728 -3.611
C 0.097 -0.364 -3.625
C -0.882 -1.274 -4.248
C -0.415 -2.598 -4.821
C 0.180 -3.552 -3.748
C -2.582 -0.738 -1.227
H -0.527 -3.874 -1.643
H 0.862 -2.225 -0.577
H 2.631 -2.403 -2.689
H 2.534 -0.949 -1.696
H 2.151 0.201 -3.572
H 1.889 -1.206 -4.544
H -0.112 0.700 -3.787
H -1.686 -0.783 -4.801
H 0.279 -2.460 -5.664
H -1.281 -3.103 -5.270
H -0.279 -4.538 -3.890
H 1.253 -3.720 -3.915
H -2.845 -1.588 -0.581
H -3.362 -0.547 -1.973
H -2.375 0.146 -0.603
P -0.584 2.085 0.250
P 0.347 -0.511 2.477
N -0.605 2.794 -1.381
N -0.490 3.579 1.059
N 0.005 -2.056 1.886
N 1.039 -0.834 4.080
C 1.079 1.308 0.294
C 1.546 0.399 1.477
C -1.582 2.524 -2.351
C -1.531 3.512 -3.323
C -0.464 4.401 -2.973
C 0.100 3.931 -1.798
C -1.608 4.430 1.188
C -1.242 5.514 1.960
C 0.135 5.335 2.332
C 0.569 4.137 1.779
C -1.292 -2.468 1.557
C -1.276 -3.831 1.349
C 0.061 -4.285 1.521
C 0.842 -3.184 1.843
C 1.933 -1.832 4.522
C 2.093 -1.718 5.898
C 1.308 -0.607 6.327
C 0.682 -0.080 5.211
H 1.822 2.112 0.178
H 1.116 0.708 -0.634
H 2.241 -0.355 1.059
H 2.145 0.991 2.193
H -2.214 1.647 -2.254
H -2.185 3.609 -4.180
H -0.158 5.280 -3.517
H 0.938 4.288 -1.219
H -2.544 4.151 0.727
H -1.869 6.357 2.212
H 0.749 6.012 2.903
H 1.509 3.620 1.809
H -2.102 -1.767 1.596
H -2.159 -4.419 1.143
H 0.401 -5.304 1.493
H 1.896 -3.105 2.069
H 2.419 -2.499 3.829
H 2.710 -2.350 6.527
H 1.239 -0.236 7.347
H 0.032 0.778 5.116
C -1.196 0.304 2.823
H -1.661 -0.178 3.695
H -1.893 0.222 1.974
H -1.026 1.370 3.053
```

Summary:
- strongest force on any atom (hartree/bohr) = 0.1001
- <S²> = 6.03
- 2S+1 = 5
- E_HOMO (alpha / beta) (eV) = -10.66 / -13.64
- frontier orbital gap (alpha / beta) (eV) = 4.9 / 3.3
- total charge = +2

=====

No. 3
ORCA calculation (ωB97M-V/def2-TZVPD) on one molecule with the formula C20H25NO5S in a non-equilibrium geometry.

```
52
C20H25NO5S | the Open Molecules 2025 dataset | ωB97M-V/def2-TZVPD
C -4.158 -1.940 -1.476
C -5.023 -1.890 -0.223
C -4.583 -0.807 0.763
C -4.827 0.618 0.254
O -3.932 1.028 -0.760
C -2.638 1.293 -0.453
C -2.102 1.348 0.831
C -0.759 1.625 1.006
C 0.079 1.822 -0.082
C 1.521 2.109 0.168
O 1.887 3.107 0.762
N 2.411 1.179 -0.289
C 1.973 -0.073 -0.886
C 1.002 -0.812 -0.021
C -0.153 -1.470 -0.326
C -0.640 -2.001 0.894
C 0.252 -1.625 1.846
O 1.255 -0.912 1.302
C 3.813 1.444 -0.004
C 4.268 0.838 1.344
C 4.550 -0.636 1.170
S 5.289 -0.717 -0.498
O 4.645 -1.740 -1.283
O 6.721 -0.765 -0.414
C 4.761 0.945 -1.074
C -0.466 1.817 -1.362
C -1.805 1.555 -1.544
H -4.487 -2.745 -2.130
H -4.219 -1.004 -2.022
H -3.117 -2.116 -1.211
H -6.064 -1.719 -0.504
H -4.974 -2.857 0.285
H -3.522 -0.932 0.984
H -5.142 -0.925 1.694
H -5.813 0.681 -0.215
H -4.802 1.329 1.090
H -2.717 1.186 1.702
H -0.350 1.674 2.005
H 2.845 -0.706 -1.069
H 1.489 0.108 -1.852
H -0.599 -1.557 -1.295
H -1.526 -2.585 1.036
H 0.292 -1.795 2.904
H 3.866 2.537 0.089
H 3.498 1.019 2.094
H 5.179 1.352 1.655
H 3.652 -1.245 1.171
H 5.275 -1.025 1.875
H 5.663 1.547 -1.122
H 4.313 0.856 -2.058
H 0.158 2.033 -2.217
H -2.240 1.548 -2.531
```

Summary:
- strongest force on any atom (hartree/bohr) = 0.0202
- 2S+1 = 1
- E_HOMO (eV) = -8.48
- SMILES string = CCCCOc1ccc(C(=O)N(Cc2ccco2)[C@H]2CCS(=O)(=O)C2)cc1
- frontier orbital gap (eV) = 9.1

=====

No. 4
ORCA calculation (ωB97M-V/def2-TZVPD) on C39H29CoN11 as an isolated structure in a non-equilibrium geometry.

```
80
C39H29CoN11 | the Open Molecules 2025 dataset | ωB97M-V/def2-TZVPD
Co 1.948 0.381 -0.095
C 2.693 2.018 -4.178
C 2.702 1.132 -3.104
N 1.921 1.330 -2.048
C 1.133 2.417 -2.049
C 1.149 3.298 -3.124
N 1.922 3.095 -4.183
C 0.340 2.629 -0.812
C -0.737 3.492 -0.717
C -1.415 3.616 0.497
C -0.958 2.861 1.578
C 0.124 2.016 1.417
N 0.747 1.899 0.236
C 0.725 1.205 2.508
C 0.405 1.349 3.853
N 1.014 0.643 4.798
C 1.969 -0.192 4.415
C 2.313 -0.337 3.075
N 1.682 0.349 2.128
C -2.578 4.517 0.633
C -2.608 5.747 -0.015
C -3.723 6.556 0.151
N -4.774 6.212 0.887
C -4.740 5.035 1.503
C -3.671 4.157 1.416
H 3.328 1.854 -5.040
H 3.336 0.254 -3.098
H 0.543 4.196 -3.126
H -1.073 4.046 -1.582
H -1.443 2.958 2.539
H -0.345 2.056 4.186
H 2.476 -0.758 5.187
H 3.105 -1.009 2.763
H -1.773 6.096 -0.609
H -3.771 7.526 -0.330
H -5.612 4.779 2.094
H -3.710 3.205 1.929
N 3.753 1.423 0.304
C 4.802 0.433 0.434
C 6.035 0.680 0.965
C 7.018 -0.335 0.984
C 6.763 -1.560 0.437
C 5.489 -1.842 -0.115
C 5.156 -3.070 -0.726
C 3.901 -3.251 -1.238
C 2.951 -2.228 -1.094
N 3.216 -1.074 -0.513
C 4.494 -0.847 -0.069
H 3.937 2.005 -0.512
H 3.757 2.052 1.102
H 6.274 1.663 1.352
H 7.988 -0.121 1.411
H 7.526 -2.326 0.415
H 5.902 -3.852 -0.793
H 3.621 -4.169 -1.735
H 1.944 -2.366 -1.464
N -3.572 -4.309 0.222
C -4.828 -4.745 -0.184
C -5.620 -5.791 0.177
C -6.864 -5.876 -0.493
C -7.286 -4.945 -1.476
C -6.491 -3.899 -1.833
C -5.223 -3.784 -1.174
N -4.280 -2.861 -1.336
C -3.290 -3.201 -0.487
C -2.057 -2.412 -0.384
C -1.897 -1.324 -1.238
C -0.735 -0.577 -1.149
N 0.244 -0.851 -0.283
C 0.086 -1.898 0.536
C -1.039 -2.702 0.521
H -2.980 -4.766 0.897
H -5.344 -6.524 0.923
H -7.526 -6.695 -0.238
H -8.253 -5.082 -1.939
H -6.779 -3.171 -2.579
H -2.664 -1.070 -1.955
H -0.577 0.269 -1.806
H 0.895 -2.099 1.226
H -1.094 -3.525 1.220
```

Summary:
- strongest force on any atom (hartree/bohr) = 0.0475
- 2S+1 = 1
- E_HOMO (eV) = -13.94
- frontier orbital gap (eV) = 3.6
- total charge = +3